{"formula": "C3H6O3", "method": "the ωB97M-V functional and the def2-TZVPD basis", "elements": ["C", "C", "O", "H", "H", "H", "H", "O", "C", "O", "H", "H"], "xyz": [[-2.082, -0.633, -0.069], [-1.857, 0.606, 0.437], [-0.556, 0.976, 0.787], [-3.102, -0.857, -0.250], [-1.254, -1.308, -0.216], [-2.669, 1.309, 0.698], [-0.303, 1.634, 0.074], [2.335, 0.951, -0.245], [2.711, -0.186, -0.299], [1.931, -1.273, -0.349], [3.829, -0.277, -0.246], [1.016, -0.943, -0.321]], "mulliken_charge": [-0.358, 0.325, -0.308, 0.299, 0.230, 0.387, 0.403, -0.441, 0.249, -0.362, 0.342, 0.233], "lumo_energy_ev": [-5.809, -10.128], "spin_multiplicity": 2, "homo_lumo_gap_ev": [8.468, 4.094], "total_charge": 1}

{"formula": "C9H14N2O", "method": "the ωB97M-V functional and the def2-TZVPD basis", "elements": ["C", "C", "C", "C", "C", "C", "C", "C", "C", "N", "N", "O", "H", "H", "H", "H", "H", "H", "H", "H", "H", "H", "H", "H", "H", "H"], "xyz": [[-1.456, 0.989, -0.838], [1.357, -0.568, -1.321], [-1.740, -0.349, -1.414], [-0.227, -1.099, 2.095], [-1.429, -0.588, 1.168], [0.963, -1.007, 1.147], [-0.867, -0.288, -0.214], [2.799, -0.999, -1.235], [-0.950, 3.024, 0.069], [-1.680, 2.203, -0.796], [0.568, -0.592, -0.206], [0.932, -0.125, -2.393], [-2.792, -0.848, -1.251], [-1.421, -0.399, -2.425], [-0.058, -0.362, 2.982], [-0.310, -2.119, 2.421], [-2.222, -1.450, 0.968], [-1.809, 0.306, 1.690], [1.801, -0.503, 1.644], [1.603, -2.009, 1.036], [2.655, -2.067, -1.223], [3.511, -0.673, -0.401], [3.373, -0.565, -2.042], [-0.222, 2.544, 0.700], [-1.782, 3.712, 0.505], [-0.596, 3.832, -0.665]], "mulliken_charge": [0.293, 0.785, -1.038, -0.412, -0.365, -0.796, 0.469, -1.305, -0.858, -0.635, 0.282, -0.627, 0.236, 0.318, 0.249, 0.282, 0.298, 0.230, 0.370, 0.359, 0.312, 0.283, 0.331, 0.303, 0.291, 0.343], "lumo_energy_ev": 0.671, "homo_lumo_gap_ev": 8.711, "smiles": "C/N=C1/C[C@]12CCCN2C(C)=O"}

{"formula": "C46H58O4PtTe", "method": "the ωB97M-V functional and the def2-TZVPD basis", "elements": ["Pt", "C", "O", "C", "C", "C", "C", "C", "C", "C", "C", "C", "C", "C", "C", "C", "C", "C", "C", "C", "C", "C", "C", "C", "C", "C", "C", "C", "C", "C", "C", "C", "C", "O", "C", "C", "C", "C", "C", "O", "C", "C", "C", "C", "C", "C", "O", "C", "C", "C", "C", "H", "H", "H", "H", "H", "H", "H", "H", "H", "H", "H", "H", "H", "H", "H", "H", "H", "H", "H", "H", "H", "H", "H", "H", "H", "H", "H", "H", "H", "H", "H", "H", "H", "H", "H", "H", "H", "H", "H", "H", "H", "H", "H", "H", "H", "H", "H", "H", "H", "H", "H", "H", "H", "H", "H", "H", "H", "H", "Te"], "xyz": [[0.202, -3.707, 1.744], [-2.748, 1.704, -1.556], [-1.890, 0.995, -0.671], [-2.386, 0.489, 0.476], [-2.381, 1.243, 1.668], [-1.782, 2.627, 1.645], [-0.252, 2.620, 2.035], [0.219, 2.257, 3.311], [1.564, 2.166, 3.679], [2.481, 2.433, 2.684], [2.118, 2.755, 1.406], [3.090, 2.833, 0.277], [2.720, 1.922, -0.834], [2.270, 2.400, -2.027], [1.870, 1.464, -3.033], [1.802, 0.111, -2.709], [2.304, -0.368, -1.474], [2.067, -1.857, -1.169], [0.746, -2.327, -1.717], [0.502, -2.818, -3.003], [-0.689, -2.840, -3.637], [-1.742, -2.366, -2.873], [-1.670, -2.107, -1.478], [-2.890, -1.738, -0.699], [-2.783, -0.841, 0.564], [-3.223, -1.347, 1.819], [-3.193, -0.623, 3.019], [-2.860, 0.702, 2.883], [-3.334, -1.222, 4.386], [-1.929, -1.521, 4.994], [-4.059, -0.223, 5.338], [-4.107, -2.537, 4.307], [-0.353, -2.181, -0.863], [-0.195, -2.146, 0.411], [-0.725, -3.258, -5.148], [0.216, -2.388, -6.058], [-0.318, -4.765, -5.295], [-2.189, -3.105, -5.675], [2.848, 0.534, -0.592], [3.388, 0.153, 0.605], [4.288, -0.955, 0.437], [1.392, 2.015, -4.384], [0.143, 2.866, -4.194], [1.101, 0.758, -5.311], [2.458, 2.955, -5.083], [0.711, 3.022, 1.020], [0.390, 3.557, -0.047], [2.036, 1.956, 5.072], [1.131, 0.902, 5.743], [1.902, 3.267, 5.855], [3.476, 1.489, 5.174], [-3.798, 1.791, -1.146], [-2.793, 1.165, -2.499], [-2.312, 2.679, -1.660], [-2.346, 3.375, 2.280], [-1.742, 3.113, 0.655], [-0.550, 2.127, 4.114], [3.571, 2.219, 2.792], [4.140, 2.722, 0.698], [3.015, 3.902, 0.027], [2.268, 3.481, -2.127], [1.470, -0.605, -3.427], [1.896, -2.041, -0.147], [2.866, -2.461, -1.560], [1.372, -3.060, -3.640], [-2.668, -2.108, -3.362], [-3.273, -2.709, -0.359], [-3.702, -1.394, -1.403], [-3.293, -2.434, 1.843], [-2.952, 1.365, 3.757], [-1.335, -0.661, 5.105], [-1.396, -2.240, 4.360], [-2.055, -2.051, 6.026], [-3.381, 0.590, 5.499], [-4.235, -0.798, 6.197], [-5.038, 0.183, 4.894], [-3.654, -3.348, 3.741], [-5.023, -2.362, 3.707], [-4.536, -2.853, 5.233], [1.178, -2.110, -5.513], [-0.400, -1.481, -6.413], [0.471, -2.912, -6.987], [0.737, -4.824, -5.064], [-0.366, -4.983, -6.400], [-1.011, -5.424, -4.758], [-2.577, -2.113, -5.550], [-2.847, -3.786, -5.169], [-2.020, -3.353, -6.740], [3.762, -1.873, 0.399], [4.975, -1.074, 1.306], [4.893, -0.673, -0.434], [-0.734, 2.288, -3.887], [-0.021, 3.482, -5.040], [0.314, 3.530, -3.402], [0.270, 0.129, -4.938], [2.006, 0.109, -5.344], [0.872, 1.167, -6.291], [2.497, 3.931, -4.675], [2.172, 3.076, -6.107], [3.484, 2.477, -5.068], [0.043, 1.199, 5.602], [1.425, 0.875, 6.819], [1.280, -0.127, 5.402], [0.917, 3.362, 6.295], [2.131, 4.210, 5.303], [2.620, 3.266, 6.669], [3.572, 0.621, 4.505], [3.677, 1.262, 6.292], [4.163, 2.266, 4.827], [0.262, -5.056, 3.738]], "mulliken_charge": [0.417, -0.978, 0.483, -0.506, 0.446, -1.652, -0.368, -0.272, -0.070, 0.584, 0.285, -2.197, 0.684, -0.268, -0.099, -0.194, 0.289, -1.172, -0.832, -0.457, 0.472, -0.343, 0.559, -1.273, 0.419, -0.320, -0.078, -0.452, 2.356, -0.607, -1.879, -1.956, 0.213, -1.330, 1.868, -1.180, -1.653, -2.284, 0.430, -0.331, -1.104, 2.429, -1.877, -1.779, -2.060, 0.763, -0.928, 2.677, -1.657, -1.841, -2.155, 0.332, 0.142, 0.196, 0.536, 0.228, 0.013, -0.020, 0.224, 0.352, 0.292, 0.258, 0.671, 0.600, 0.263, 0.225, 0.545, 0.248, 0.125, 0.182, -0.105, -0.002, 0.363, 0.298, 0.637, 0.263, 0.294, 0.468, 0.403, 0.133, 0.237, 0.528, 0.391, 0.422, 0.395, 0.430, 0.395, 0.536, 0.414, 0.199, 0.370, 0.185, 0.513, 0.501, 0.076, 0.313, 0.535, 0.420, 0.538, 0.316, 0.109, 0.405, 0.424, 0.356, 0.254, 0.489, 0.375, 0.474, 0.362, -0.355], "lumo_energy_ev": [3.917, 3.572], "spin_multiplicity": 3, "homo_lumo_gap_ev": [4.753, 4.408], "total_charge": -2}

The E results, record by record, are as follows: -343.220410 -535.955954 -2475.852589 hartree.
The ΔE to the lowest compared entry with this formula, charge and spin results, record by record, are as follows: 23.4 80.2 9.4 kcal/mol.